[1]
{
  "formula": "C2H5FS2",
  "method": "ωB97M-V/def2-TZVPD",
  "e_above_lowest_kcal_mol": 35.42,
  "orbital_gap_ev": 10.1,
  "symbols": ["C", "C", "F", "S", "S", "H", "H", "H", "H", "H"],
  "positions_angstrom": [[0.39761, -1.08246, 0.02586], [-0.70149, -0.14700, -0.44766], [0.31354, 0.77380, -1.73706], [0.37263, 1.43903, 1.61968], [-1.32984, 0.98630, 0.72125], [0.43951, -1.98621, -0.69562], [1.29605, -0.48274, -0.03297], [-0.03021, -1.42155, 1.03486], [-1.43435, -0.39540, -1.18287], [0.67656, 2.31624, 0.69453]],
  "forces_ev_per_a": [[-2.4, -1.6, -1.0], [2.4, 1.6, -1.7], [-1.8, -1.3, 2.3], [0.8, 0.4, 1.6], [-1.0, -0.5, -1.2], [0.1, 1.5, 1.2], [0.3, -0.5, 0.6], [1.5, 0.3, -1.1], [-0.4, -0.6, -0.2], [0.5, 0.7, -0.5]]
}

***

[2]
{
  "formula": "C6H8LiO10P",
  "method": "ωB97M-V/def2-TZVPD",
  "charge": -2,
  "orbital_gap_ev": 4.0,
  "symbols": ["Li", "P", "O", "O", "O", "O", "C", "C", "O", "C", "O", "O", "H", "H", "H", "H", "C", "C", "O", "C", "O", "O", "H", "H", "H", "H"],
  "positions_angstrom": [[0.65058, -0.72148, 3.23059], [0.46505, 0.95512, 1.51163], [-0.00549, -0.56054, 1.30306], [-0.66632, 2.04049, 1.77286], [1.07298, 1.34087, 0.13224], [1.43365, 0.72313, 2.69586], [-3.33351, 0.81462, 1.24330], [-2.99577, -0.20096, 0.14287], [-3.82372, -1.30400, 0.35092], [-4.74099, -1.10652, 1.34566], [-5.51550, -1.97688, 1.63416], [-4.55882, 0.19613, 1.83935], [-3.51286, 1.88680, 0.94379], [-2.49454, 0.67859, 1.97308], [-1.97160, -0.54762, 0.28557], [-3.23884, 0.19500, -0.90481], [2.37099, -0.45153, -1.76395], [3.48884, 0.31005, -1.14159], [4.62639, 0.07708, -2.06480], [4.17937, -0.56090, -3.12599], [4.88789, -0.97862, -4.02710], [2.87542, -0.76457, -3.13323], [1.45066, 0.10518, -1.71286], [2.22465, -1.44865, -1.24785], [3.71634, -0.05509, -0.17249], [3.41514, 1.35431, -1.11028]],
  "forces_ev_per_a": [[-0.3, 0.1, -1.3], [-1.6, 1.3, -3.2], [-1.2, -0.3, 1.3], [1.0, -2.1, 0.7], [1.0, -0.2, 0.7], [1.1, 1.0, 1.4], [0.5, -1.1, 0.7], [0.3, 1.7, -1.7], [-1.7, -1.1, 1.1], [2.0, 1.6, -1.2], [-0.2, 1.0, 0.7], [-0.9, -1.7, -0.4], [0.1, -1.4, 0.5], [-0.8, 1.0, -0.4], [0.4, 0.4, -0.4], [0.6, -0.5, 1.3], [-0.3, -1.7, 0.2], [0.9, -0.2, -0.7], [-0.1, -0.3, 0.7], [0.9, -1.1, -1.5], [-0.1, 0.6, 0.5], [-1.0, 0.5, 1.2], [-0.4, 0.2, -0.3], [0.1, 1.1, -0.6], [0.4, -0.3, 0.8], [-0.8, 1.3, 0.2]]
}

***

[3]
{
  "formula": "C26H32N6OSiTi",
  "method": "ωB97M-V/def2-TZVPD",
  "e_above_lowest_kcal_mol": 0.00,
  "orbital_gap_ev": 8.0,
  "symbols": ["Ti", "C", "N", "C", "C", "N", "C", "C", "C", "C", "C", "C", "N", "C", "N", "C", "C", "C", "C", "C", "C", "N", "H", "H", "H", "H", "H", "H", "H", "H", "H", "H", "H", "H", "H", "H", "H", "C", "O", "H", "H", "H", "C", "Si", "C", "C", "N", "C", "C", "C", "C", "C", "C", "H", "H", "H", "H", "H", "H", "H", "H", "H", "H", "H", "H", "H", "H"],
  "positions_angstrom": [[-1.21733, -0.35857, 0.97994], [-2.88983, -0.98559, 0.01492], [-1.83666, 0.80133, 2.42859], [-0.90319, 1.46240, 3.30874], [0.48396, 1.14564, 2.86114], [0.71533, 0.30800, 1.88498], [2.09238, 0.26079, 1.72668], [2.87177, -0.46254, 0.83302], [4.24242, -0.30020, 0.90348], [4.82817, 0.56054, 1.84180], [4.06256, 1.28383, 2.73870], [2.68664, 1.11636, 2.65998], [1.63008, 1.65843, 3.37624], [-1.75105, -1.94785, -0.55111], [-0.43660, -1.86674, -0.56278], [0.02788, -2.92851, -1.32071], [1.32797, -3.30896, -1.64434], [1.48897, -4.42736, -2.43858], [0.38761, -5.16050, -2.90267], [-0.90700, -4.79709, -2.58395], [-1.06135, -3.67009, -1.78663], [-2.17077, -3.02539, -1.27822], [-3.21724, -0.64369, -0.96692], [-3.58153, -1.71665, 0.43687], [-2.67765, 0.53094, 2.91735], [-1.00380, 1.13436, 4.35205], [-1.01765, 2.55876, 3.30634], [2.40118, -1.11589, 0.11289], [4.88049, -0.84458, 0.21974], [5.90507, 0.66219, 1.86466], [4.51837, 1.94729, 3.46181], [1.68321, 2.35909, 4.09376], [2.17942, -2.74802, -1.28559], [2.48601, -4.74716, -2.71056], [0.55584, -6.03037, -3.52342], [-1.75608, -5.36471, -2.94109], [-3.13380, -3.27545, -1.41783], [-1.72302, -3.16476, 2.27619], [-1.25898, -1.88900, 2.01653], [-1.22875, -3.91307, 1.63962], [-2.80626, -3.24094, 2.10158], [-1.53700, -3.44138, 3.31927], [1.41464, 0.42449, -2.33869], [-0.35343, 1.01745, -2.10746], [-1.46662, -0.02883, -3.20854], [-0.43831, 2.74691, -2.84312], [-0.88310, 1.05857, -0.44626], [-0.92791, 2.37290, 0.09079], [0.25352, 3.08665, 0.31771], [0.23201, 4.37517, 0.83790], [-0.97445, 4.98235, 1.15038], [-2.15809, 4.28363, 0.92996], [-2.13588, 3.00122, 0.40990], [1.75305, 0.67018, -3.34954], [1.51416, -0.65225, -2.20476], [2.08667, 0.91925, -1.63312], [-1.04740, -0.04063, -4.21874], [-2.46137, 0.42096, -3.27253], [-1.57968, -1.06612, -2.89853], [-0.50887, 2.67056, -3.93170], [0.44729, 3.34004, -2.60774], [-1.30852, 3.30064, -2.48468], [1.20024, 2.61046, 0.08237], [1.16486, 4.90447, 0.99413], [-0.99729, 5.98687, 1.55311], [-3.10914, 4.74623, 1.16571], [-3.05619, 2.45394, 0.25097]],
  "forces_ev_per_a": [[1.0, 1.4, 1.6], [1.3, -1.9, -1.3], [0.4, -0.2, -0.3], [0.0, 0.2, 0.0], [0.0, 0.0, 0.0], [0.0, 0.0, 0.2], [0.0, 0.0, 0.0], [0.0, 0.0, 0.0], [0.0, 0.0, 0.0], [0.0, 0.0, 0.0], [0.0, 0.0, 0.0], [0.0, 0.0, 0.0], [0.0, 0.0, 0.0], [-1.4, -1.1, -1.3], [-0.6, 0.8, 0.4], [0.1, 0.0, 0.1], [0.0, 0.0, 0.0], [0.0, 0.0, 0.0], [0.0, 0.0, 0.0], [0.0, 0.0, 0.0], [0.0, 0.0, 0.0], [0.1, -0.1, 0.1], [-0.6, 0.7, 0.4], [-0.3, 0.2, 0.2], [0.0, 0.0, 0.0], [0.0, 0.0, 0.0], [0.0, 0.0, 0.0], [0.0, 0.0, 0.0], [0.0, 0.0, 0.0], [0.0, 0.0, 0.0], [0.0, 0.0, 0.0], [0.0, 0.0, 0.0], [0.0, 0.0, 0.0], [0.0, 0.0, 0.0], [0.0, 0.0, 0.0], [0.0, 0.0, 0.0], [0.0, 0.0, 0.0], [0.1, -0.1, -0.1], [-0.2, 0.0, 0.2], [0.0, 0.0, 0.0], [0.0, 0.0, 0.0], [0.0, 0.0, 0.0], [0.0, 0.0, 0.0], [-0.1, 0.0, 0.0], [0.0, 0.0, 0.0], [0.0, 0.0, 0.0], [0.0, 0.0, 0.1], [0.2, 0.0, 0.0], [0.0, 0.0, 0.1], [0.0, 0.0, 0.0], [0.0, 0.0, 0.0], [0.0, 0.0, 0.0], [0.0, 0.0, -0.1], [0.0, 0.0, 0.0], [0.0, 0.0, 0.0], [0.0, 0.0, 0.0], [0.0, 0.0, 0.0], [0.0, 0.0, 0.0], [0.0, 0.0, 0.0], [0.0, 0.0, 0.0], [0.0, 0.0, 0.0], [0.0, 0.0, 0.0], [0.0, 0.0, 0.0], [0.0, 0.0, 0.0], [0.0, 0.0, 0.0], [0.0, 0.0, 0.0], [0.0, 0.0, 0.0]]
}

***

| no. | largest force on an atom (eV/Å) |
| --- | --- |
| 1 | 3.283 |
| 2 | 3.804 |
| 3 | 2.605 |